1.
Entry from the Open Molecules 2025 dataset: an isolated molecule of C2H6N4S (ωB97M-V with the def2-TZVPD basis set).

Geometry as XYZ:
```
13
Properties=species:S:1:pos:R:3
C 2.1231 -0.1638 -0.6547
C 1.3763 0.8806 -1.5521
N 1.7194 -0.9616 0.1934
N -3.1645 0.1208 1.7876
N -2.0211 -0.3945 1.6030
N -1.6563 -0.8268 0.5144
S 0.0891 -1.5003 0.6641
H 3.1788 0.1147 -0.5108
H 1.5158 1.9180 -1.3501
H 0.2424 0.6520 -1.4690
H 1.6621 0.7412 -2.5920
H -3.8339 -0.1531 1.0183
H -1.2311 -0.4273 2.3479
```

Summary:
gap between HOMO and LUMO = 8.5 eV
HOMO = -8.788 eV
total charge = 0
energy relative to the best compared isomer or geometry (same formula, charge and spin) = 515.8 kJ/mol

***

2.
Entry from the Open Molecules 2025 dataset: C2H6N4S as an isolated structure (ωB97M-V with the def2-TZVPD basis set).

Geometry as XYZ:
```
13
Properties=species:S:1:pos:R:3
C 0.8015 -0.5697 1.2391
C -0.5635 0.1896 -1.1220
H 2.5625 0.2067 1.9562
H 1.4093 -0.3905 3.2545
H -1.3004 -0.9765 0.8633
H -1.1736 0.9952 -3.1113
H 0.0567 1.6706 -2.2747
H -2.4179 -0.3578 -1.1672
N 1.9818 -0.6180 2.1286
N -0.3269 -1.0705 1.4636
N -0.7426 1.1822 -2.1361
N -1.4227 -0.6391 -0.8568
S 1.1358 0.3778 -0.2372
```

Summary:
gap between HOMO and LUMO = 9.1 eV
HOMO = -8.609 eV
total charge = 0
energy relative to the best compared isomer or geometry (same formula, charge and spin) = 269.8 kJ/mol

***

3.
Entry from the Open Molecules 2025 dataset: an isolated ion of composition C2H6N5 and charge +1 (ωB97M-V with the def2-TZVPD basis set).

Geometry as XYZ:
```
13
Properties=species:S:1:pos:R:3
C 0.1569 0.4415 1.8035
C -1.5533 -1.4056 -0.5760
N -0.4808 -0.5574 1.3387
N 0.8975 1.1676 0.9301
N -0.4980 -1.2039 0.3250
N 0.9684 0.7979 -0.2660
N 1.7496 1.3729 -1.1006
H 0.1266 0.7329 2.8352
H -1.1330 -1.7917 -1.5065
H -2.2090 -2.1880 -0.1743
H -2.1598 -0.5102 -0.7388
H 1.7512 1.0214 -2.0488
H 2.3836 2.1225 -0.8215
```

Summary:
gap between HOMO and LUMO = 8.2 eV
HOMO = -14.109 eV
total charge = +1
energy relative to the best compared isomer or geometry (same formula, charge and spin) = 430.3 kJ/mol
structure (SMILES) = C/N=N/C=N\N=[NH2+]

***

4.
Entry from the Open Molecules 2025 dataset: C2H6N6 as an isolated structure (ωB97M-V with the def2-TZVPD basis set).

Geometry as XYZ:
```
14
Properties=species:S:1:pos:R:3
C 0.3047 -0.1165 0.9179
C -0.1182 0.0535 -1.1467
H -1.8399 -0.3265 1.6411
H -0.8978 0.9314 3.1129
H -0.4292 0.8996 -2.8798
H -1.6738 -0.4058 -2.3367
H 1.8179 0.0540 -1.9104
H 2.3578 0.1026 0.7860
N -1.0956 -0.3784 2.7044
N 0.1547 -0.3496 2.1561
N -0.8187 -0.0630 -0.0295
N -0.6014 -0.0777 -2.4688
N 1.3134 0.1778 -0.9047
N 1.5260 -0.5014 0.3582
```

Summary:
gap between HOMO and LUMO = 8.3 eV
HOMO = -7.890 eV
total charge = 0
energy relative to the best compared isomer or geometry (same formula, charge and spin) = 449.3 kJ/mol

***

5.
Entry from the Open Molecules 2025 dataset: an isolated ion of composition C2H6NO and charge -1 (ωB97M-V with the def2-TZVPD basis set).

Geometry as XYZ:
```
10
Properties=species:S:1:pos:R:3
C 0.7940 -0.2642 0.1946
O 2.4167 -0.1835 0.0271
C -0.7627 0.5066 -0.0395
N -2.0591 -0.2596 -0.1864
H 0.8515 -0.3412 1.2675
H 0.6826 -1.2981 -0.2662
H -0.9701 1.0862 0.8779
H -0.5674 1.2017 -0.8502
H 1.4206 0.5900 -0.3789
H -1.8062 -1.0379 -0.6460
```

Summary:
gap between HOMO and LUMO = 6.1 eV
HOMO = -1.981 eV
total charge = -1
energy relative to the best compared isomer or geometry (same formula, charge and spin) = 553.9 kJ/mol

***

6.
Entry from the Open Molecules 2025 dataset: an isolated molecule of C2H6NO (ωB97M-V with the def2-TZVPD basis set).

Geometry as XYZ:
```
10
Properties=species:S:1:pos:R:3
C 0.7675 0.0954 -0.0693
O 1.6635 -0.3668 0.8210
C -0.6929 -0.1950 0.2252
N -1.5050 0.4087 -0.8455
H 1.0187 -0.4085 -1.0222
H 0.8828 1.1624 -0.3012
H -0.9284 0.1973 1.2140
H -0.8908 -1.2686 0.2430
H -1.6416 1.3948 -0.6574
H -2.4350 0.0026 -0.8100
```

Summary:
gap between HOMO and LUMO (alpha / beta) = 10.9 / 8.4 eV
spin multiplicity = 2
HOMO (alpha / beta) = -9.800 / -9.710 eV
total charge = 0
energy relative to the best compared isomer or geometry (same formula, charge and spin) = 22.6 kJ/mol

***

7.
Entry from the Open Molecules 2025 dataset: a 2-piece molecular cluster, C2H6NO overall (ωB97M-V with the def2-TZVPD basis set).

Geometry as XYZ:
```
10
Properties=species:S:1:pos:R:3
C -1.3862 -0.4267 -0.2277
C -0.0335 -0.7224 0.2898
N 1.1249 0.8435 -0.1084
O -1.7077 0.4378 -1.0266
H -2.1317 -1.1737 0.1069
H -0.0614 -0.5697 1.4021
H 0.6007 -1.4772 -0.0616
H 0.7932 1.3880 0.6490
H 0.7779 1.2021 -1.0611
H 2.0238 0.4983 0.0375
```

Summary:
gap between HOMO and LUMO = 10.1 eV
HOMO = -15.632 eV
total charge = +1
energy relative to the best compared isomer or geometry (same formula, charge and spin) = 175.6 kJ/mol

***

8.
Entry from the Open Molecules 2025 dataset: a 2-piece molecular cluster, C2H6NO2 overall (ωB97M-V with the def2-TZVPD basis set).

Geometry as XYZ:
```
11
Properties=species:S:1:pos:R:3
C -1.7610 0.8505 0.5588
O -1.5945 0.2726 -0.7061
H -2.3163 0.1441 1.1898
H -0.7912 1.0341 1.0390
H -2.2929 1.7882 0.3925
C 1.9726 -0.9323 0.0498
N 1.1037 -0.5021 -0.8372
O 3.1272 -1.4108 -0.0972
H 1.7055 -0.8249 1.1090
H -0.6380 0.0654 -0.9176
H 1.4851 -0.4848 -1.7809
```

Summary:
gap between HOMO and LUMO = 7.9 eV
HOMO = -3.735 eV
total charge = -1
energy relative to the best compared isomer or geometry (same formula, charge and spin) = 118.6 kJ/mol

***

9.
Entry from the Open Molecules 2025 dataset: a 2-piece molecular cluster, C2H6NO2 overall (ωB97M-V with the def2-TZVPD basis set).

Geometry as XYZ:
```
11
Properties=species:S:1:pos:R:3
C -0.6275 0.2603 -0.5832
C 1.5266 -0.5813 -0.2880
N 0.8051 0.5632 -0.6847
O 0.8944 1.7421 0.1878
O 2.7224 -0.4405 -0.0249
H -0.8171 -0.4775 -1.4361
H -0.8154 -0.0356 0.4898
H -1.2350 1.2410 -0.7954
H 0.6171 -0.7897 1.5427
H 1.2764 -1.5862 -0.6527
H 0.7577 1.3059 1.0439
```

Summary:
gap between HOMO and LUMO = 6.8 eV
HOMO = -2.331 eV
total charge = -1
energy relative to the best compared isomer or geometry (same formula, charge and spin) = 539.2 kJ/mol

***

10.
Entry from the Open Molecules 2025 dataset: an isolated ion of composition C2H6NO2 and charge -1 (ωB97M-V with the def2-TZVPD basis set).

Geometry as XYZ:
```
11
Properties=species:S:1:pos:R:3
C -0.6195 0.2755 0.3009
N -1.6639 -0.6992 -0.0129
O -0.1573 0.3287 1.4489
H -0.7690 1.2066 -0.2853
H -1.9030 -1.1558 0.8587
H -1.2370 -1.3858 -0.6224
C 1.6851 0.4200 -0.7291
O 0.5348 -0.3072 -0.8912
H 1.5193 1.5025 -0.8375
H 2.1379 0.2845 0.2691
H 2.4409 0.1398 -1.4800
```

Summary:
gap between HOMO and LUMO = 8.3 eV
HOMO = -3.582 eV
total charge = -1
energy relative to the best compared isomer or geometry (same formula, charge and spin) = 195.4 kJ/mol
structure (SMILES) = CO[C@@H](N)[O-]

***

11.
Entry from the Open Molecules 2025 dataset: a 2-piece molecular cluster, C2H6NO2 overall (ωB97M-V with the def2-TZVPD basis set).

Geometry as XYZ:
```
11
Properties=species:S:1:pos:R:3
C 0.2803 1.6493 -2.0890
O -0.5004 2.0369 -0.9461
H 0.4100 0.5130 -2.2587
H 1.2876 2.0089 -1.8082
H -0.2601 2.2190 -2.9449
C 0.0589 -1.6261 0.8484
N -0.6358 -0.4845 0.8809
O 0.7979 -2.0671 1.8142
H -0.1457 -2.0799 -0.0833
H -0.5385 1.1112 -0.4475
H -0.7178 -0.2790 1.8758
```

Summary:
gap between HOMO and LUMO = 7.6 eV
HOMO = -3.500 eV
total charge = -1
energy relative to the best compared isomer or geometry (same formula, charge and spin) = 200.4 kJ/mol

***

12.
Entry from the Open Molecules 2025 dataset: an isolated ion of composition C2H6NO2 and charge +1 (ωB97M-V with the def2-TZVPD basis set).

Geometry as XYZ:
```
11
Properties=species:S:1:pos:R:3
O 0.6545 0.6073 1.5159
C -0.0431 0.2142 0.6531
O -1.1770 0.7129 0.2846
C 0.1687 -0.9856 -0.2516
N 0.4442 -0.4557 -1.6159
H -1.6574 1.3092 0.8378
H 1.0419 -1.5953 0.1917
H -0.6601 -1.7126 -0.5010
H 0.3277 -1.0297 -2.4553
H -0.1610 0.4665 -1.8054
H 1.4254 -0.1807 -1.7688
```

Summary:
gap between HOMO and LUMO = 11.4 eV
HOMO = -15.691 eV
total charge = +1
energy relative to the best compared isomer or geometry (same formula, charge and spin) = 108.1 kJ/mol
structure (SMILES) = [NH3+]CC(=O)O